DFT (ωB97M-V/def2-TZVPD) results for 13 unconnected molecules or ions with the total composition C93H163N13O7.

Geometry as XYZ:
```
276
C93H163N13O7 (ωB97M-V/def2-TZVPD)
C 3.0675 -18.4344 -14.5888
H 1.0233 -19.2492 -26.0800
C 4.7950 -21.7835 -28.0187
C 6.3427 -30.1771 -20.1502
C 2.6526 -26.3208 -12.1829
H 1.3314 -22.2830 -14.1034
H 1.7359 -18.6387 -11.4119
H 6.8217 -24.7974 -24.7392
H 1.7957 -25.6575 -12.2198
H 9.0351 -28.6083 -22.1408
C 5.3865 -21.4769 -11.9667
C -0.5450 -26.2050 -21.1641
H 4.2988 -23.0784 -22.8905
N 2.2965 -27.9327 -14.6224
H 2.0802 -21.9881 -24.5211
C 3.3373 -21.9531 -28.3867
C 3.2288 -18.1215 -21.5846
H 3.5712 -31.5531 -18.6057
N 3.9280 -30.3547 -21.0397
C 3.3258 -17.3512 -22.7380
H 3.0755 -17.7644 -23.7052
H 3.9972 -20.1816 -18.9486
H -3.1420 -23.6846 -17.9426
H 1.8932 -20.5320 -20.3393
H 3.5210 -20.8945 -17.3635
C 0.5926 -15.9689 -17.9058
H 1.9740 -26.4062 -28.7598
H 3.5951 -30.8177 -22.8795
H 5.0846 -24.1880 -21.8149
H -4.4679 -27.0975 -18.9027
N 4.1430 -20.7081 -25.9286
H 4.0460 -18.0040 -14.5465
H 4.1857 -27.2112 -21.7657
H 7.0355 -30.8405 -19.6799
O 3.6537 -21.3511 -21.2801
C -1.7891 -24.5841 -22.7205
C 1.8883 -21.9443 -25.5769
H -1.4805 -26.8757 -18.9388
O 4.3205 -20.5999 -24.5149
H 3.6956 -25.1204 -13.6711
H -0.5905 -21.2752 -22.9175
H 5.6320 -26.2772 -26.6240
H 2.8080 -22.1452 -12.1561
C 2.0211 -18.1559 -12.3630
H 5.4406 -22.5224 -28.4062
H 0.8226 -19.3284 -22.6562
C 1.5814 -20.2011 -13.5942
C -0.5126 -15.3714 -17.3943
H 2.4846 -24.5449 -15.5508
C -1.6228 -23.1409 -14.2337
H 5.5072 -23.8737 -26.2490
H -4.4738 -24.7811 -17.6391
C -1.9148 -25.5800 -21.5185
H 4.6262 -28.6653 -18.4502
H 1.4873 -21.1030 -27.8926
C -2.9231 -26.6429 -21.9205
H 1.0809 -24.0371 -19.3753
H 7.7800 -29.0380 -25.7235
H 10.3240 -28.2793 -23.2349
C 3.9315 -26.6207 -15.8543
C 1.3707 -28.1827 -13.4289
H 3.0848 -28.4439 -12.1048
N 3.5848 -15.3453 -21.3645
N -2.4871 -24.7746 -20.3878
H 6.4490 -28.6098 -23.5401
H 1.2878 -25.1504 -14.3739
H 4.9593 -21.6647 -18.3034
C 0.1310 -17.9926 -16.9394
C 8.6073 -28.9996 -24.9770
C -3.0387 -25.4496 -19.2190
C 5.0995 -32.3803 -20.5323
C -1.0974 -17.4988 -16.4423
H 1.1293 -17.7838 -12.8955
C 2.1926 -27.8045 -12.1224
C -0.1367 -18.5802 -20.9266
H 4.0686 -21.4323 -24.0239
C 2.7354 -28.9664 -19.3267
N 1.7636 -26.0873 -26.6688
H 6.8786 -27.1223 -22.6246
H 0.8260 -23.3318 -21.2919
H 2.5816 -25.6380 -20.7835
H -0.0068 -26.2450 -13.5340
H 0.0507 -26.3068 -22.0902
H 0.8290 -21.6645 -25.5033
C 7.0741 -22.0317 -20.5967
H 1.8183 -19.6172 -24.5741
C 1.8835 -25.3832 -15.2551
C -2.0031 -26.1706 -18.2929
C 3.2286 -21.9825 -13.2134
H 1.5695 -28.0250 -21.5045
H -1.3589 -25.0629 -23.6278
N 3.8650 -19.7426 -12.6913
H 3.5879 -27.1143 -16.7677
H 4.3020 -26.2562 -24.5074
H 9.6411 -28.9537 -25.4187
H -2.9454 -19.9354 -19.6741
H 4.4818 -26.6694 -13.1761
C 2.1519 -21.5289 -14.1583
C 2.8770 -26.5724 -14.7989
H 1.1555 -20.6677 -18.7189
H 6.3974 -22.8657 -20.2756
H -1.3622 -18.0818 -19.1425
C 5.2362 -20.8997 -14.4096
C 1.5799 -21.2355 -19.5503
O 1.6000 -28.2808 -15.8233
H -1.6442 -23.7174 -13.3203
C 3.3224 -17.4905 -20.3664
H 1.7807 -30.2902 -12.9813
H 7.7505 -23.4921 -23.8428
C 2.5802 -23.2830 -18.2362
C 5.0278 -21.7222 -26.4967
H 6.6123 -30.0688 -21.2167
C 4.9788 -30.8911 -20.1000
H 8.8476 -24.1302 -26.1262
N 3.5900 -22.4670 -20.4075
H 2.8048 -19.9463 -28.2767
C 2.2525 -28.8251 -21.8396
H 3.1015 -19.2299 -21.6369
H 3.9320 -24.9322 -19.8318
C 2.9707 -24.7664 -20.2216
H 2.6154 -17.2990 -12.0520
C 2.4763 -26.2428 -27.8158
H 9.2996 -19.1584 -21.8570
C -1.1874 -21.4230 -16.2980
O 8.0646 -26.4671 -26.0565
H 8.7775 -26.5676 -26.7119
H 0.5297 -17.7904 -20.8024
H 4.7578 -27.4240 -20.0700
H -4.9717 -25.9156 -20.1150
H 3.6081 -22.9606 -13.5558
C 1.6797 -23.3768 -21.9489
H -0.7410 -14.3326 -17.4896
C 3.0444 -23.6108 -21.1867
O 4.3203 -30.4000 -22.4176
H 2.3175 -17.6241 -14.7051
N -2.1209 -21.8871 -14.1364
C 0.9468 -29.6643 -13.3300
C 7.3811 -20.0803 -21.8069
C -1.9181 -21.0227 -15.1765
H 8.5646 -29.8371 -24.3336
H 2.7200 -28.5703 -22.8084
N 8.8264 -26.5811 -24.8842
H 1.5155 -24.3084 -22.5166
C 7.6051 -24.5658 -23.9805
H 3.5268 -23.4607 -17.7193
H -2.6555 -27.9955 -20.2247
H 6.8774 -19.2877 -22.3906
C 6.4414 -21.3354 -26.2576
H 3.8090 -24.7840 -22.8851
H -0.7701 -24.7265 -15.4687
C -0.8402 -20.5489 -22.1332
H -2.4720 -27.3533 -22.6480
H 5.7025 -22.5064 -12.0431
H 6.7880 -21.3640 -25.1886
H 3.0042 -19.1009 -15.4309
C 4.1093 -23.9205 -22.2629
H 0.5182 -30.0520 -14.2347
C -2.1083 -19.8041 -20.3325
C 3.5598 -26.1467 -13.4468
H 3.1526 -18.0690 -19.4335
C 3.5590 -16.1193 -20.2705
C 6.8829 -27.6113 -23.5722
H -2.7271 -24.1280 -23.0342
C 4.5620 -26.2302 -26.7016
H 6.3639 -20.9785 -12.0863
H 1.8560 -22.4373 -22.5624
H 4.6036 -21.1931 -21.2541
H 1.8814 -25.3101 -18.3915
H 8.7049 -22.5936 -19.2460
C 3.8254 -26.2709 -25.5080
H -2.2741 -15.7526 -16.2918
C -3.8572 -24.3958 -18.4683
H 5.2146 -20.8153 -28.3627
H -0.4967 -27.6665 -14.3858
H 5.1842 -18.9696 -11.5635
H 2.9716 -22.9836 -28.1897
C 3.8425 -29.4488 -18.3313
C 2.0555 -24.4515 -19.0543
C 2.4400 -26.0590 -25.5353
H 5.7120 -19.9158 -14.4171
H 0.7832 -21.8198 -19.9246
C 4.4408 -21.0358 -13.0765
H 8.4786 -26.3534 -21.7770
H 5.7023 -32.8272 -19.8125
H 10.4338 -24.8575 -25.7767
C 3.9536 -21.1116 -18.3445
O -1.5104 -23.7794 -19.9408
H 1.6973 -29.7643 -21.8728
H 0.0100 -25.7713 -20.3188
C 4.4849 -27.8944 -20.9863
H -2.3139 -20.0554 -15.0919
C 8.4022 -21.9528 -20.0794
H 1.6026 -28.1044 -11.2444
C 9.8150 -25.3545 -23.0233
H -0.4787 -23.0256 -17.4518
H 5.1249 -31.1475 -17.9629
C 8.9434 -25.2148 -24.3057
H -0.9936 -20.7060 -17.0248
H 1.9102 -22.9910 -17.4288
O 4.8408 -18.7742 -12.4421
H 2.3631 -27.9384 -19.1747
H 4.8465 -27.2157 -15.5605
N 0.9229 -17.2383 -17.6673
H 0.2577 -29.6838 -12.4716
C 4.3553 -30.8085 -18.7071
H 4.7331 -20.9945 -15.3763
N 6.5480 -21.0866 -21.4069
C -1.4024 -16.1958 -16.7262
H 7.0689 -21.9996 -26.8143
C 4.7613 -23.0982 -25.8553
H -3.7376 -26.1725 -22.4551
C 2.7210 -19.1319 -13.3282
H 4.2788 -25.5846 -15.9725
H 0.8025 -19.7173 -14.2825
H 9.9166 -23.3881 -24.9696
H 3.7071 -15.6523 -19.3193
H 6.5899 -20.3344 -26.6219
H 2.5821 -18.5827 -25.6674
H 6.2247 -27.0527 -24.2577
C 9.3829 -27.8972 -22.8690
C 9.6062 -24.3147 -25.3677
C -1.0785 -23.6528 -15.3920
H 5.5916 -32.5050 -21.4940
C -0.8991 -22.7770 -16.4571
H 0.9408 -27.5574 -15.8632
C 2.5152 -20.8545 -27.7389
C -4.1038 -26.5263 -19.7531
H 3.5294 -29.3561 -17.2902
H -1.6067 -18.0483 -15.6599
H 1.1996 -25.5849 -16.0862
C 3.4742 -15.9566 -22.5714
H 0.4684 -18.9223 -16.6444
H -1.2657 -25.5446 -17.7458
H 5.9860 -21.6714 -14.3437
C 9.4844 -26.5854 -22.1266
C 3.3404 -29.0177 -20.7993
H 10.8595 -25.4038 -23.3778
H 6.1973 -29.2129 -19.7547
C 1.9907 -19.4919 -25.6362
N -1.8890 -20.6758 -21.3007
H -0.6661 -27.5708 -12.6649
H -4.4201 -23.7894 -19.1515
H 4.0940 -32.8648 -20.5683
H -2.4753 -26.7080 -17.5116
H 3.1033 -21.9762 -29.4745
C 2.7045 -20.8114 -26.1978
H -4.2519 -28.1899 -21.0102
C 0.0381 -27.3378 -13.4865
H 5.3519 -28.4240 -21.3558
H -1.0559 -23.8453 -22.4683
C 8.7162 -20.0193 -21.4644
H 7.2418 -24.8841 -22.9807
C 9.2590 -20.9534 -20.5831
H 3.2740 -26.0488 -11.3297
H 9.6407 -24.4644 -22.3932
H 1.3729 -15.3861 -18.4231
C 0.0184 -19.4865 -21.9567
H 1.9221 -29.7061 -19.3215
H 4.8667 -23.0819 -24.7580
H -2.0027 -23.0479 -20.2718
H 2.5587 -21.5402 -15.2063
H 4.3878 -26.4326 -28.8559
C -3.4846 -27.4591 -20.7336
C -1.2215 -18.7408 -20.0475
H -0.6861 -27.2539 -20.9358
H 3.4959 -15.3169 -23.5082
H 10.2878 -20.7970 -20.3012
H 3.7722 -23.4773 -26.0666
C 2.9002 -22.0120 -19.1325
H 10.1238 -26.5946 -21.2251
C 3.8627 -26.2899 -27.9092
H 1.0346 -20.3737 -12.6780
H 2.0292 -23.0078 -25.8821
H 4.9364 -21.3091 -10.9509
C 8.3886 -27.7359 -24.1034
H 1.9418 -25.8147 -24.5951
```

Calculated values
2S+1 = 1
E_HOMO = -7.99 eV
net charge = 0
max |F| = 3.46 eV/A

DFT (ωB97M-V/def2-TZVPD) results for C15H24N2O2S in the gas phase.

Geometry as XYZ:
```
44
C15H24N2O2S (ωB97M-V/def2-TZVPD)
C -2.5514 4.2304 -0.3510
H -2.1577 4.5202 0.6205
H 1.1630 -3.8910 3.1112
C -0.1327 1.8530 -0.3965
H -1.0587 -1.1482 -0.8397
H 0.1812 4.6784 -0.3446
H -0.1433 -1.9079 2.6574
H 0.6705 -1.3119 -1.0978
C -0.2488 -2.0237 1.5759
N 0.0827 2.3045 -2.5797
H -1.2953 -2.2605 1.3704
H 1.2333 -5.1463 1.8737
H -1.7026 5.8568 -1.4680
S -0.0733 -3.9361 -0.4055
C -0.0862 -0.7066 -0.5989
H 2.6878 -2.9435 -1.1682
C 0.6200 -3.2043 1.1397
C -0.1961 4.3398 -1.3078
C -0.0557 2.8642 -1.4076
H -3.5607 4.6246 -0.4464
H 3.1400 -4.1994 -2.3193
H 0.6252 4.3181 2.4660
H -0.6761 0.4192 2.6191
C -0.2682 1.7854 1.0490
C -0.0391 0.6810 -1.1157
H 1.7326 -3.1798 -2.6381
H -1.7811 0.2958 1.2394
O 0.1049 0.9521 -2.4119
C -0.7371 0.4370 1.5311
H -2.6065 3.1445 -0.3865
H 1.1666 -0.4693 1.1344
C -1.6630 4.7656 -1.4667
C 0.6761 -4.2771 2.2173
O 0.4855 3.8808 1.6146
C 1.4154 -4.6935 -1.1414
H -0.3308 -4.5974 2.4747
C 2.2965 -3.6882 -1.8592
H -2.0310 4.4128 -2.4323
H 0.3908 4.7902 -2.1094
N -0.0029 2.6210 1.9662
H 1.0286 -5.4342 -1.8402
H 1.9558 -5.2066 -0.3461
C 0.1131 -0.6882 0.9213
H 1.6287 -2.8621 0.8966
```

Calculated values
2S+1 = 1
E_HOMO = -8.65 eV
net charge = 0
relative energy (zero: lowest compared OMol25 entry of this formula, charge and spin) = 280.08 kJ/mol
SMILES string = CCCc1noc2c1/C(=N\O)C[C@@H](C[C@@H](C)SCC)C2
max |F| = 1.22 eV/A

DFT (ωB97M-V/def2-TZVPD) results for C6H6N3OP in the gas phase.

Geometry as XYZ:
```
17
C6H6N3OP (ωB97M-V/def2-TZVPD)
C 0.9671 1.3999 -0.4616
N 0.2643 -2.1840 -1.4842
H -2.9345 -0.5849 -0.4801
C -1.1718 -0.0558 0.6527
P 0.6253 -0.1133 0.5868
C -2.3889 0.2842 -0.0487
H 0.9346 3.5547 0.6769
C 1.0740 -1.6228 -0.2993
H 0.6389 1.4051 -1.4834
H 2.1009 -1.9456 -0.1766
O 1.2851 -0.1137 1.8890
N 2.3683 2.0303 -0.3509
C -0.0015 -2.6725 -0.4128
N -2.1521 0.0766 1.4081
C 1.4292 2.6465 0.1697
H -2.6264 1.1961 -0.4946
H -0.4125 -3.3009 0.3089
```

Calculated values
<S²> = 2.01
2S+1 = 3
E_HOMO (alpha / beta) = -6.05 / -10.13 eV
net charge = 0
relative energy (zero: lowest compared OMol25 entry of this formula, charge and spin) = 36.09 kJ/mol
max |F| = 7.10 eV/A

DFT (ωB97M-V/def2-TZVPD) results for a molecular structure, C13H23CdClNP.

Geometry as XYZ:
```
40
C13H23CdClNP (ωB97M-V/def2-TZVPD)
H 2.1471 3.6548 1.8065
C -0.8650 2.7074 -0.3367
C -1.6830 -0.9611 -0.5451
H -0.6206 -3.5769 -1.2658
H 1.2159 4.4620 0.4957
H -0.3305 -4.0979 0.4099
C 1.4351 -2.0289 -1.5316
H -3.0557 0.1058 -3.5064
H 2.5771 1.3931 0.1060
C -0.3108 -3.2137 -0.2704
H 0.7624 1.9997 4.9643
H 0.5261 4.3449 2.1516
C -1.3922 -2.1871 0.2631
H -2.4427 -2.0058 -2.3071
H 0.8959 1.2988 4.7499
H -1.5660 3.4492 0.0795
C -2.2147 -1.0292 -1.8641
Cd -1.4110 0.7043 2.2189
Cl -0.4524 -1.0185 3.5476
H 2.6409 -3.6638 0.7217
C -2.1321 1.3764 -2.0317
C -1.4961 0.2926 0.0298
H 2.0817 -1.1948 -1.2437
C 1.9564 -2.8027 0.7574
H -2.3543 -2.7367 0.4583
C -2.5097 0.1457 -2.5597
P 0.4151 2.2214 0.9519
N 1.0607 -2.7866 -0.3712
H 0.5215 -1.6281 -1.9943
H 1.9668 -2.6649 -2.2595
H -2.3294 2.3146 -2.5507
H -0.3291 3.1974 -1.1734
H 1.8055 2.6185 -0.9482
C 1.6317 1.7234 -0.3362
H 1.4413 -2.8004 1.7322
H 1.2337 0.9426 -0.9934
H 2.5873 -1.9058 0.7406
C -1.5136 1.4213 -0.7808
C 1.1435 3.8381 1.3966
H -1.0369 -1.9090 1.2882
```

Calculated values
2S+1 = 1
E_HOMO = -7.33 eV
net charge = 0
max |F| = 1.84 eV/A

DFT (ωB97M-V/def2-TZVPD) results for C3H4O2S in the gas phase.

Geometry as XYZ:
```
10
C3H4O2S (ωB97M-V/def2-TZVPD)
H -0.0443 -1.5615 -0.5438
C -1.4514 0.7689 -0.1265
S -2.6783 -0.3294 -0.0765
H -1.6241 1.8372 -0.2778
H 2.1529 0.0956 0.0352
O 1.8279 -0.7997 -0.2709
C -0.0075 0.5582 0.0343
H 0.4722 -1.1901 1.1748
O 0.7899 1.4970 -0.0277
C 0.5627 -0.8761 0.0787
```

Calculated values
2S+1 = 1
E_HOMO = -9.66 eV
net charge = 0
relative energy (zero: lowest compared OMol25 entry of this formula, charge and spin) = 170.76 kJ/mol
SMILES string = O=C(C=S)CO
max |F| = 4.08 eV/A

DFT (ωB97M-V/def2-TZVPD) results for 2 unconnected molecules or ions with the total composition CH3NO2S2.

Geometry as XYZ:
```
9
CH3NO2S2 (ωB97M-V/def2-TZVPD)
H 1.3662 0.4844 0.2815
O 3.0099 1.3354 0.0165
S 4.6249 -0.9208 -0.5469
N 0.7241 -0.3129 0.4749
H -0.7766 0.6232 -0.5410
C -0.4709 -0.2435 0.0098
H -1.1494 -1.0635 0.1569
O 1.2327 -1.2457 1.1384
S 4.2824 0.7078 0.3820
```

Calculated values
2S+1 = 1
E_HOMO = -8.81 eV
net charge = 0
relative energy (zero: lowest compared OMol25 entry of this formula, charge and spin) = 232.12 kJ/mol
max |F| = 1.73 eV/A

DFT (ωB97M-V/def2-TZVPD) results for C2H8NO2P in the gas phase.

Geometry as XYZ:
```
14
C2H8NO2P (ωB97M-V/def2-TZVPD)
H 0.6855 -0.6540 -2.2186
N -0.2912 1.6404 -0.1737
H 0.5599 -0.2017 2.4237
C 0.0587 -0.7061 1.5041
P 0.5712 0.2612 0.0322
H -2.0690 0.9374 -0.6849
H 0.5595 -1.7911 1.3546
O -1.6674 1.5554 -0.0659
H 0.8665 -1.7784 -1.1273
H -1.0598 -0.6690 1.7400
H -0.6910 -0.9937 -1.5877
C 0.2903 -0.9208 -1.3483
O 2.1782 0.7302 0.2308
H 0.0086 2.5904 -0.0789
```

Calculated values
2S+1 = 1
E_HOMO = -9.22 eV
net charge = 0
relative energy (zero: lowest compared OMol25 entry of this formula, charge and spin) = 392.56 kJ/mol
SMILES string = CP(C)(=O)NO
max |F| = 7.89 eV/A

DFT (ωB97M-V/def2-TZVPD) results for a molecular structure, C5H17N3Ta.

Geometry as XYZ:
```
26
C5H17N3Ta (ωB97M-V/def2-TZVPD)
N 2.2487 0.3197 1.0025
H -1.0326 1.4627 0.5993
H 3.8046 -1.9689 -0.8237
H 2.3591 -1.3199 -1.1912
H 1.3432 2.0928 0.3303
H -0.7687 2.1566 -1.0765
H 2.7015 0.9216 1.6852
C 1.6301 1.0975 -0.0992
C -0.9365 1.2092 -0.4894
N 3.2796 -1.0941 -0.8035
H 0.3118 -0.6320 -0.0952
H 0.5577 0.1659 -1.7521
C 0.3477 0.3325 -0.6639
H -2.9447 1.4048 -1.3135
H -1.8804 -1.4784 1.1967
H -2.1049 -0.0098 -2.0166
C -2.2556 0.5480 -1.0571
H -4.4725 -1.6922 1.6942
N 3.9350 -1.2723 1.4184
H -3.3321 0.6760 1.7770
C 3.1569 -0.6874 0.5558
Ta -3.4314 -0.6960 0.5320
H -3.6093 -2.0851 -0.7108
H 2.3627 1.3146 -0.9211
H -5.0065 0.1005 -0.1172
H 3.7366 -0.8665 2.3394
```

Calculated values
2S+1 = 1
E_HOMO = -4.76 eV
net charge = -1
max |F| = 2.47 eV/A

- Number 6 is which compound?
  CH3NO2S2

Please write out number 5 again, unchanged.
DFT (ωB97M-V/def2-TZVPD) results for C3H4O2S in the gas phase.

Geometry as XYZ:
```
10
C3H4O2S (ωB97M-V/def2-TZVPD)
H -0.0443 -1.5615 -0.5438
C -1.4514 0.7689 -0.1265
S -2.6783 -0.3294 -0.0765
H -1.6241 1.8372 -0.2778
H 2.1529 0.0956 0.0352
O 1.8279 -0.7997 -0.2709
C -0.0075 0.5582 0.0343
H 0.4722 -1.1901 1.1748
O 0.7899 1.4970 -0.0277
C 0.5627 -0.8761 0.0787
```

Calculated values
2S+1 = 1
E_HOMO = -9.66 eV
net charge = 0
relative energy (zero: lowest compared OMol25 entry of this formula, charge and spin) = 170.76 kJ/mol
SMILES string = O=C(C=S)CO
max |F| = 4.08 eV/A

- The highest 2S+1 belongs to which entry?
  C6H6N3OP